[1]
ORCA calculation (wB97M-V/def2-TZVPD) on a molecular structure, C21H28Cl2I2N3O2 at a distorted geometry.

Calculated values
largest force on an atom: 4.88 eV/A
HOMO level: -11.9 eV

```
! wB97M-V def2-TZVPD RIJCOSX def2/J DEFGRID3
* xyz 1 1
H 1.26 -1.94 1.17
H -4.28 -1.46 -1.36
H 3.19 -3.29 -2.91
H -4.63 2.64 -0.74
C 2.95 -2.43 -0.30
N -0.46 -3.17 -0.55
H -3.74 -3.38 -0.74
Cl -2.15 1.06 0.37
C 3.46 6.28 1.02
H 4.01 7.20 0.81
H -5.62 -1.92 0.79
H 3.63 -3.20 0.21
I -1.02 1.18 -3.40
Cl -2.43 -4.91 0.62
C -1.65 -2.52 -0.73
C -1.99 -1.27 -1.47
C -0.84 -0.61 -2.21
C 3.94 5.39 1.97
N 3.75 3.26 3.21
C 2.41 0.00 0.73
H 1.92 6.70 -0.41
C 2.05 3.94 1.55
I 2.11 -0.50 -3.13
H -4.64 1.67 -2.37
C 2.28 6.01 0.33
H 2.06 0.39 -0.27
C 2.32 -1.57 0.93
H -5.36 -2.77 2.44
C 2.34 -3.91 -2.47
H 1.71 -4.21 -0.42
H -3.24 -1.30 1.22
C 0.45 -1.42 -2.00
H 1.49 3.03 1.74
H 2.80 -4.94 -2.27
H -3.61 -0.29 -2.58
C -5.01 -2.70 1.36
C 3.23 4.22 2.22
H -4.52 0.35 0.14
H 0.66 4.63 0.06
H 1.78 0.47 1.56
O 3.12 2.23 3.38
C -3.46 -0.70 -1.51
H 4.86 5.62 2.50
C -3.42 -2.42 1.27
H -2.96 -2.77 2.26
C -3.67 0.61 -0.56
C -2.89 -3.24 0.01
H 3.47 0.40 0.91
C 1.58 4.84 0.60
H 1.48 -4.03 -3.20
C 1.83 -3.28 -1.07
C -4.07 1.92 -1.42
H -3.09 2.44 -1.67
H 3.63 -1.82 -0.96
H -5.23 -3.70 0.88
O 4.78 3.55 3.79
H 2.93 -1.82 1.87
N 0.51 -2.55 -1.22
*
```

---

[2]
ORCA calculation (wB97M-V/def2-TZVPD) on a molecular structure, C21H28Cl4Ge2N6O4S2Ti at a distorted geometry.

Calculated values
largest force on an atom: 1.42 eV/A
energy above the lowest of the compared OMol25 structures with the same formula, charge and spin: 0.0 kcal/mol
HOMO level: -14.6 eV

```
! wB97M-V def2-TZVPD RIJCOSX def2/J DEFGRID3
* xyz 2 1
C 2.87 -0.61 -1.85
C -4.20 -0.23 -0.15
S -0.44 -0.83 0.65
C 1.36 0.81 3.38
N -2.00 -5.51 0.90
H 0.01 4.06 2.45
C -0.97 -5.36 0.07
C 4.10 -0.59 -2.52
H 5.02 -0.83 -2.01
Cl -0.46 -3.10 -4.14
C 0.59 6.02 1.80
H -0.34 2.11 3.74
C 1.68 0.03 -3.86
C -0.11 1.20 3.19
H 1.02 -0.60 4.96
N -4.67 -2.06 1.00
H 0.46 2.14 -0.86
H 3.30 -0.46 5.98
H 3.43 -0.85 4.27
C 1.68 -0.30 -2.51
H 1.03 4.48 -0.41
Cl -4.41 1.38 -4.72
H -5.89 -0.42 1.10
N -3.24 -1.10 -0.42
C -2.71 -3.36 0.22
H 1.99 1.68 3.19
Cl -3.19 -1.48 -3.26
Ge -0.57 1.49 1.33
C -3.57 -2.20 0.30
H 2.92 0.30 -5.57
Ti -1.48 -1.22 -1.72
C -2.87 -4.52 0.97
N -1.68 -3.21 -0.63
C 1.65 0.28 4.78
C 2.89 0.05 -4.52
H -0.64 4.23 0.05
H 1.34 1.03 5.52
C 4.09 -0.26 -3.86
H -0.42 6.36 1.55
H 0.76 0.27 -4.37
H 1.64 2.19 0.45
C 0.62 2.46 0.17
H -0.78 0.42 3.57
H -0.25 -6.17 0.01
C 0.39 3.97 0.32
C 3.11 -0.08 4.98
H -4.31 0.76 -0.56
H 1.71 4.19 2.01
H -3.71 -4.62 1.64
O -0.68 -2.06 -5.08
O -1.53 -4.00 -4.00
C 0.70 4.51 1.72
O 0.80 -3.71 -4.26
H 1.65 0.04 2.65
H 3.75 0.80 4.83
H 5.02 -0.24 -4.40
N 0.58 -0.36 -1.67
O -0.37 -2.33 -2.73
H 1.28 6.50 1.09
C -0.81 -4.22 -0.70
S 2.56 -0.99 -0.18
H 0.83 6.39 2.79
Ge -2.43 0.58 -4.61
Cl -1.93 1.07 -2.03
H 0.03 -4.12 -1.38
N -5.04 -0.80 0.70
C 0.91 -0.70 -0.46
H -2.07 1.73 1.10
*
```

---

[3]
ORCA calculation (wB97M-V/def2-TZVPD) on a molecular structure, C21H28ClF3IrN2O5S at a distorted geometry.

Calculated values
largest force on an atom: 3.82 eV/A
HOMO level (spin up / spin down): -0.7 / -5.1 eV

```
! wB97M-V def2-TZVPD RIJCOSX def2/J DEFGRID3
* xyz -1 5
C -2.28 0.04 -1.73
C -1.85 -1.19 -2.29
H 2.36 -3.80 -0.74
C -1.56 0.02 -4.35
H 1.41 4.16 2.45
Cl 1.39 -0.15 -1.82
H 2.46 3.91 -0.97
H -1.45 2.25 -5.56
C -1.62 2.48 -1.45
C 0.49 -3.48 2.09
H -0.49 -3.88 1.80
O 0.28 -3.76 -1.12
C -2.54 1.16 3.17
F -2.93 1.90 2.10
H -1.48 -2.22 -5.54
H -0.60 3.08 -4.25
H 3.24 1.93 0.19
C -0.38 -2.67 -0.78
H -1.44 0.01 -5.43
H 3.30 3.00 1.60
C 1.42 -3.94 -0.18
C 1.55 4.03 -0.36
C -1.81 1.24 -2.30
N 0.44 2.02 0.00
Ir 0.51 0.02 0.23
H 0.45 2.66 2.60
C 0.73 3.48 1.93
C 2.47 -2.19 1.32
H 3.05 -1.87 0.45
C 1.39 2.94 0.68
C -1.61 1.24 -3.69
O -2.40 -0.90 1.51
C -1.72 -2.42 -1.41
H 1.09 -4.31 2.49
H 2.26 -1.33 1.97
H -2.37 3.17 -4.37
H -1.92 3.38 -2.01
H -1.99 -3.32 -1.98
H 0.35 -2.73 2.87
C -0.25 2.73 -0.90
H -2.29 2.37 -0.58
O -1.41 -1.17 3.77
C 1.20 -2.89 0.88
F -1.74 1.94 3.94
S -1.62 -0.35 2.59
H -2.44 -2.28 -0.59
H -0.63 -3.04 -4.21
H -0.18 4.05 1.67
H 3.07 -2.92 1.88
O -0.29 0.25 2.13
H 2.50 1.41 1.74
C -1.63 -1.20 -3.68
H 1.52 5.04 0.07
C -1.50 2.51 -4.50
H 1.38 -4.96 0.21
F -3.63 0.80 3.87
N 0.24 -1.98 0.18
H -2.93 0.04 -0.85
C -1.53 -2.47 -4.47
C 2.69 2.26 1.07
O 0.37 3.85 -1.24
H -2.41 -3.13 -4.35
*
```

---

[4]
ORCA calculation (wB97M-V/def2-TZVPD) on a molecular structure, C21H28ErF3O4 at a distorted geometry.

Calculated values
largest force on an atom: 3.42 eV/A
HOMO level (spin up / spin down): -7.4 / -7.5 eV

```
! wB97M-V def2-TZVPD RIJCOSX def2/J DEFGRID3
* xyz 0 4
C -2.61 2.12 -2.11
H -2.14 1.25 -2.72
H 4.03 0.15 1.15
F 2.57 -2.29 4.41
H 2.44 1.79 -0.10
C 1.51 -3.15 4.23
H -2.70 -2.01 0.01
O -0.62 1.90 -0.80
H -0.98 -0.97 3.86
H -2.65 4.63 -0.27
F 0.40 -2.50 4.71
C 1.17 0.80 2.84
H -1.33 -0.50 -3.30
H 0.56 0.86 3.73
H -0.19 -2.09 -4.97
F 1.76 -4.12 5.14
C 0.98 1.52 1.63
O -0.19 -1.55 -1.71
C 2.41 0.12 2.76
H 0.22 0.09 -3.00
H -1.47 1.33 2.54
C -0.42 3.60 -2.15
H 1.43 2.53 -1.62
C -1.58 0.31 2.16
O 1.90 -4.42 2.24
H -1.71 -3.01 2.32
Er 0.23 -0.91 0.88
H 1.11 -3.67 -3.72
C 1.48 -3.36 2.71
O 1.09 -2.24 2.19
C 0.37 2.32 -1.82
C -1.30 -0.88 2.84
H -3.12 2.82 -2.81
H -0.42 3.73 -3.35
H 0.31 1.42 -2.40
C -2.18 -1.46 0.80
C -2.16 -0.02 0.91
H 1.84 -1.85 -1.39
C -0.31 -0.87 -3.06
C 2.13 1.28 0.81
H -2.76 0.63 0.28
H -2.57 2.99 0.81
H 0.20 2.24 1.40
H -3.39 1.65 -1.45
H 2.39 -2.49 -3.72
C -1.65 -1.97 2.02
H 0.95 -3.45 -1.41
H -0.04 4.56 -1.50
H -1.13 4.11 0.52
C -2.08 3.73 0.03
C 3.01 0.41 1.51
H 1.10 -0.96 -4.81
C 1.04 -2.43 -1.92
C -1.59 2.87 -1.25
H 2.92 -0.39 3.55
C 0.42 -1.59 -4.19
C 1.32 -2.61 -3.45
*
```